# 1
{"formula": "C4H14N2", "method": "ωB97M-V with the def2-TZVPD basis set", "energy_ev": -7354.0637, "smiles": "CNC.CNC", "largest_force_ha_per_bohr": 0.0201, "homo_ha": -0.3066, "de_lowest_kcal_mol": 24.29, "total_charge": 0, "symbols": ["C", "N", "C", "H", "H", "H", "H", "H", "H", "H", "C", "N", "C", "H", "H", "H", "H", "H", "H", "H"], "coordinates": [[1.1126, -0.0941, -2.0842], [-0.1905, 0.5475, -1.9979], [-1.3125, -0.3418, -2.1187], [1.4358, -0.3700, -1.0769], [1.1130, -1.0348, -2.6515], [1.8244, 0.5955, -2.5292], [-0.2603, 1.3335, -2.6241], [-1.2713, -1.0427, -2.9735], [-2.2451, 0.2104, -2.1941], [-1.3794, -0.9974, -1.2451], [-0.0903, 1.0923, 2.9202], [0.6566, 0.4141, 1.8586], [0.2788, -0.9617, 1.5913], [-0.7185, 1.8877, 2.5298], [-0.7446, 0.3915, 3.4315], [0.6102, 1.5867, 3.5976], [0.6279, 0.9273, 0.9895], [-0.6026, -1.3144, 2.1405], [1.0588, -1.6781, 1.8994], [0.0970, -1.1514, 0.5368]], "forces_ev_per_angstrom": [[-0.2, -0.2, 0.4], [0.2, 0.2, 0.0], [-0.3, -0.7, 0.0], [0.3, 0.1, -0.1], [-0.1, 0.2, -0.3], [0.2, -0.1, 0.1], [0.0, -0.1, -0.1], [0.1, 0.3, -0.1], [0.0, 0.1, 0.1], [0.0, 0.2, 0.1], [0.5, 0.3, -0.5], [-0.3, -0.2, -0.2], [0.3, -0.9, 0.4], [-0.3, 0.1, -0.2], [0.1, 0.0, 0.3], [-0.2, -0.3, 0.3], [-0.1, 0.1, 0.1], [-0.2, 0.4, -0.1], [0.0, 0.3, -0.1], [-0.1, 0.1, -0.1]]}

***

# 2
{"formula": "C64H148B2ClF8N8O2", "method": "ωB97M-V with the def2-TZVPD basis set", "energy_ev": -120349.6075, "largest_force_ha_per_bohr": 0.0755, "homo_ha": -0.4579, "de_lowest_kcal_mol": 267.13, "total_charge": 5, "symbols": ["C", "C", "N", "C", "C", "C", "C", "C", "O", "C", "H", "H", "H", "H", "H", "H", "H", "H", "H", "H", "H", "H", "H", "H", "H", "H", "H", "H", "H", "H", "C", "C", "N", "C", "C", "C", "C", "C", "O", "C", "H", "H", "H", "H", "H", "H", "H", "H", "H", "H", "H", "H", "H", "H", "H", "H", "H", "H", "H", "H", "C", "C", "C", "N", "C", "C", "C", "C", "C", "H", "H", "H", "H", "H", "H", "H", "H", "H", "H", "H", "H", "H", "H", "H", "H", "H", "H", "C", "C", "C", "N", "C", "C", "C", "C", "C", "H", "H", "H", "H", "H", "H", "H", "H", "H", "H", "H", "H", "H", "H", "H", "H", "H", "H", "C", "C", "C", "N", "C", "C", "C", "C", "C", "H", "H", "H", "H", "H", "H", "H", "H", "H", "H", "H", "H", "H", "H", "H", "H", "H", "H", "C", "C", "C", "N", "C", "C", "C", "C", "C", "H", "H", "H", "H", "H", "H", "H", "H", "H", "H", "H", "H", "H", "H", "H", "H", "H", "H", "C", "C", "C", "N", "C", "C", "C", "C", "C", "H", "H", "H", "H", "H", "H", "H", "H", "H", "H", "H", "H", "H", "H", "H", "H", "H", "H", "C", "C", "C", "N", "C", "C", "C", "C", "C", "H", "H", "H", "H", "H", "H", "H", "H", "H", "H", "H", "H", "H", "H", "H", "H", "H", "H", "Cl", "B", "F", "F", "F", "F", "B", "F", "F", "F", "F"], "coordinates": [[3.9586, -2.0807, -7.8286], [4.8682, -2.8508, -6.8956], [5.4406, -2.0741, -5.6012], [6.2805, -0.7880, -6.1258], [4.2569, -1.5541, -4.7717], [3.5056, -2.5948, -4.0180], [6.3629, -3.0764, -4.6832], [6.8508, -2.5051, -3.2849], [7.4140, -1.2036, -3.4006], [8.0422, -0.7557, -2.1774], [4.3759, -1.2081, -8.3311], [3.0322, -1.7957, -7.3299], [3.5701, -2.6774, -8.6539], [5.7619, -2.9858, -7.5049], [4.5149, -3.8365, -6.5929], [6.7657, -0.2391, -5.3186], [5.5058, -0.1768, -6.5888], [6.9183, -1.1610, -6.9271], [3.5887, -0.9055, -5.3383], [4.7623, -0.9368, -4.0290], [3.0457, -3.2355, -4.7704], [2.6807, -2.2055, -3.4211], [4.1516, -3.2097, -3.3914], [7.2826, -3.2048, -5.2540], [5.8452, -4.0272, -4.5564], [7.4717, -3.2685, -2.8161], [5.8943, -2.5126, -2.7621], [8.6839, 0.0696, -2.4856], [8.6119, -1.4336, -1.5418], [7.2743, -0.4238, -1.4786], [-3.8793, 2.5606, -6.8198], [-3.9736, 1.0421, -6.8487], [-2.9063, 0.2689, -5.9535], [-2.8470, 0.8536, -4.4766], [-3.4118, -1.2064, -5.8663], [-2.5644, -2.3040, -5.2809], [-1.4117, 0.4030, -6.4723], [-1.1456, -0.1321, -7.8910], [-1.4261, -1.5205, -7.9577], [-0.8669, -2.1779, -9.0766], [-2.8895, 3.0136, -6.7633], [-4.4423, 3.0516, -6.0261], [-4.2847, 3.0290, -7.7166], [-3.8143, 0.6694, -7.8606], [-4.9637, 0.7709, -6.4823], [-2.3613, 1.8257, -4.5606], [-2.2436, 0.1106, -3.9552], [-3.7957, 0.8656, -3.9401], [-3.4925, -1.4923, -6.9151], [-4.4243, -1.4285, -5.5294], [-1.5723, -2.2492, -5.7291], [-3.0460, -3.2499, -5.5290], [-2.3510, -2.2413, -4.2138], [-0.7736, -0.0718, -5.7269], [-1.3073, 1.4880, -6.4675], [-0.1509, 0.0966, -8.2736], [-1.8281, 0.2832, -8.6325], [0.2015, -2.3477, -8.9439], [-1.0010, -1.6075, -9.9957], [-1.3798, -3.1199, -9.2711], [3.8961, -0.8089, -0.4540], [2.8904, -1.7694, 0.0518], [1.7645, -0.9770, 0.7996], [0.2938, -1.4016, 0.3938], [0.0027, -2.8504, 0.8694], [-0.1190, -1.0262, -1.0388], [-0.3784, 0.4308, -1.0743], [-0.7917, 0.8182, 0.3487], [-0.7400, -0.5255, 1.2073], [3.5771, -0.1108, -1.2280], [4.6574, -1.3953, -0.9684], [4.5150, -0.3421, 0.3123], [3.2406, -2.5659, 0.7084], [2.2731, -2.1583, -0.7580], [1.9101, 0.0982, 0.6958], [1.7824, -1.4578, 1.7777], [0.1843, -2.9914, 1.9349], [0.5630, -3.4531, 0.1546], [-1.0677, -2.9820, 0.7113], [-0.9965, -1.6342, -1.2584], [0.6165, -1.2614, -1.8080], [-1.1199, 0.6998, -1.8265], [0.5701, 0.9268, -1.2801], [-1.7651, 1.3087, 0.3409], [-0.0939, 1.5953, 0.6607], [-1.7954, -0.7812, 1.3018], [-0.3228, -0.2533, 2.1768], [6.4214, -1.5083, 2.5586], [6.3063, -1.3277, 4.1373], [4.8010, -0.8540, 4.5676], [4.4952, -0.4949, 6.0593], [5.2466, -1.4671, 7.0794], [4.7301, 1.0849, 6.3952], [3.4344, 1.5870, 6.9728], [2.4844, 0.3947, 7.2691], [2.8994, -0.5924, 6.1864], [5.7245, -2.2639, 2.1960], [7.4670, -1.7016, 2.3191], [5.9106, -0.6820, 2.0643], [6.8704, -0.4282, 4.3840], [6.5469, -2.1760, 4.7781], [4.0620, -1.6245, 4.3478], [4.4303, 0.0424, 4.0705], [4.8493, -1.1565, 8.0458], [6.3293, -1.4317, 6.9589], [4.8810, -2.4825, 6.9264], [5.5004, 1.1196, 7.1656], [4.9799, 1.5791, 5.4563], [3.6964, 2.0911, 7.9031], [3.0557, 2.3280, 6.2688], [2.5674, -0.0463, 8.2624], [1.4258, 0.5882, 7.0962], [2.5877, -1.6249, 6.3441], [2.4546, -0.2349, 5.2577], [-1.8244, -5.0775, 2.4140], [-3.1589, -4.3116, 2.5570], [-3.8044, -4.1806, 4.0251], [-5.1892, -3.5799, 4.2472], [-6.1910, -4.5138, 3.4855], [-5.1882, -2.0701, 3.8377], [-4.7680, -1.2533, 5.0644], [-4.9347, -2.1714, 6.3134], [-5.6409, -3.4125, 5.6608], [-1.8447, -6.1073, 2.7704], [-1.0399, -4.4509, 2.8384], [-1.4976, -5.1322, 1.3756], [-3.7137, -4.8324, 1.7766], [-3.0029, -3.3036, 2.1726], [-3.2184, -3.5360, 4.6802], [-3.8029, -5.0933, 4.6209], [-5.8529, -4.6914, 2.4646], [-7.2368, -4.2507, 3.6447], [-6.1172, -5.4946, 3.9553], [-6.1739, -1.7153, 3.5366], [-4.4161, -1.9744, 3.0743], [-5.2472, -0.2852, 5.2105], [-3.7065, -1.0068, 5.0887], [-5.6179, -1.8074, 7.0807], [-3.9404, -2.4018, 6.6961], [-6.7104, -3.2129, 5.5936], [-5.6946, -4.3664, 6.1853], [0.0298, 4.5631, -1.1037], [1.4704, 4.9882, -1.4413], [2.4850, 3.9030, -1.1345], [4.0307, 4.1549, -1.5234], [4.4888, 5.4638, -0.8030], [4.1116, 4.1621, -3.1002], [4.9404, 2.9446, -3.4898], [5.9012, 2.7073, -2.2938], [4.9044, 2.8915, -1.0783], [-0.4415, 3.8104, -1.7356], [-0.7233, 5.3255, -1.3030], [-0.1633, 4.3930, -0.0445], [1.7199, 5.7341, -0.6867], [1.5909, 5.3855, -2.4492], [2.2263, 2.9505, -1.5970], [2.5164, 3.6675, -0.0707], [5.5340, 5.5818, -1.0889], [4.2684, 5.2530, 0.2435], [3.9756, 6.3805, -1.0937], [4.8210, 4.9639, -3.3051], [3.1996, 4.3913, -3.6513], [5.5673, 3.0692, -4.3727], [4.2563, 2.1515, -3.7917], [6.7643, 3.3604, -2.1648], [6.1777, 1.6555, -2.2207], [5.4667, 3.2511, -0.2166], [4.2819, 2.0911, -0.6784], [-7.9017, 1.1914, -3.5676], [-6.9607, 1.0990, -2.4204], [-7.5573, 1.7238, -1.0599], [-6.5212, 2.6561, -0.4240], [-6.2133, 3.8279, -1.3382], [-7.0381, 3.1006, 0.9284], [-6.7634, 1.9952, 1.8765], [-5.3930, 1.3758, 1.3995], [-5.2014, 1.8968, -0.0539], [-8.5365, 2.0718, -3.4676], [-8.4479, 0.2482, -3.5579], [-7.4757, 1.4238, -4.5436], [-6.0592, 1.6504, -2.6874], [-6.5749, 0.0812, -2.3623], [-7.7883, 0.8625, -0.4330], [-8.4844, 2.2313, -1.3261], [-7.1387, 4.1652, -1.8049], [-5.5086, 3.7347, -2.1645], [-5.6389, 4.5260, -0.7293], [-6.4857, 3.9836, 1.2500], [-8.1217, 3.2147, 0.9573], [-6.8303, 2.3345, 2.9101], [-7.5531, 1.2510, 1.7728], [-4.5151, 1.5347, 2.0257], [-5.3974, 0.2860, 1.4165], [-4.3860, 2.6188, -0.0980], [-4.9266, 1.1836, -0.8311], [0.2288, 1.5807, 4.3731], [-1.1075, 1.8133, 5.1262], [-1.4527, 3.2895, 5.1526], [-2.8976, 3.5565, 5.6563], [-3.1395, 2.9003, 7.1509], [-4.0098, 3.1309, 4.7382], [-5.1834, 4.1125, 4.9951], [-4.5430, 5.3018, 5.8012], [-3.0763, 5.0139, 5.7969], [0.5508, 0.5418, 4.4440], [1.0211, 2.1969, 4.7982], [0.2877, 1.9825, 3.3616], [-1.0691, 1.3377, 6.1062], [-1.8415, 1.2593, 4.5409], [-1.4445, 3.6182, 4.1134], [-0.7354, 3.7261, 5.8477], [-2.8695, 1.8458, 7.2077], [-4.1917, 2.9141, 7.4351], [-2.4087, 3.2606, 7.8749], [-4.2584, 2.1249, 5.0764], [-3.4898, 3.2712, 3.7906], [-6.0049, 3.6456, 5.5385], [-5.7184, 4.3790, 4.0836], [-5.0156, 5.5118, 6.7607], [-4.6101, 6.1465, 5.1156], [-2.4725, 5.3682, 6.6324], [-2.7096, 5.5548, 4.9245], [0.7848, -5.0413, -2.3098], [1.9584, -6.2404, 1.5309], [2.3249, -5.3084, 0.5505], [2.0967, -5.7056, 2.8111], [0.6529, -6.5704, 1.2601], [2.7963, -7.3349, 1.5285], [5.4476, -4.8634, -0.8493], [4.2206, -4.4312, -1.2317], [5.1822, -5.9049, 0.0332], [5.9457, -5.5924, -1.9062], [6.2329, -3.7967, -0.4695]], "forces_ev_per_angstrom": [[-1.4, 0.4, 0.5], [2.1, 0.6, 0.1], [-0.2, 0.3, -0.2], [-1.9, -1.8, 0.0], [1.5, 0.8, 1.0], [-0.2, -1.2, -0.9], [1.2, 1.7, -0.6], [-2.4, -0.4, -1.5], [0.7, -0.9, 0.9], [-0.5, 0.6, -0.3], [0.3, 0.0, 0.4], [-0.1, 0.3, 0.2], [0.5, -0.6, 0.1], [0.3, -0.5, 0.4], [-0.2, 0.3, 0.2], [0.0, -0.7, 0.0], [0.1, 0.1, 0.0], [0.3, 0.1, 0.4], [0.3, -0.1, -0.5], [0.1, 0.5, 0.0], [-0.3, -0.5, 0.3], [0.1, 0.1, 0.0], [-0.4, -0.1, 0.2], [-0.3, -0.2, -0.6], [-0.1, 0.2, 0.0], [0.2, 0.1, -0.1], [0.3, 0.4, 1.0], [0.0, 0.0, 0.2], [0.2, -0.8, -0.9], [-0.3, 0.4, 0.0], [0.2, 0.9, 0.2], [1.1, 0.1, 0.5], [-1.2, -0.1, 1.7], [0.4, -1.1, -1.8], [0.0, -0.9, -1.8], [1.6, 1.0, 0.4], [-1.4, 0.0, -0.6], [-1.3, -1.0, -0.4], [0.2, 0.1, 0.9], [0.2, -0.1, -0.9], [0.3, -0.4, 0.0], [-0.1, -0.4, 0.3], [-0.2, -0.5, -0.3], [-0.1, -0.2, 0.2], [0.3, -0.5, 0.0], [-0.2, -0.1, 0.3], [0.3, 0.3, 0.0], [-0.3, 0.2, -0.7], [0.1, 0.3, -0.2], [-0.3, 1.6, 0.6], [-0.1, -0.6, -0.2], [0.2, 0.0, 0.1], [-0.5, -0.1, 0.2], [-0.2, 0.0, 0.0], [0.4, -0.1, 0.0], [0.3, 0.2, 0.6], [-0.1, 0.8, 0.1], [0.1, -0.1, 0.1], [0.0, 0.3, -0.1], [0.0, 0.0, 0.5], [2.1, -0.6, -0.8], [-2.9, 0.9, 0.1], [-0.5, -2.0, 0.3], [-1.7, 1.4, 1.5], [-0.1, 0.6, -1.8], [0.3, -1.9, -0.2], [0.2, 0.7, 0.7], [0.1, -0.1, 0.2], [1.6, 3.0, -1.4], [-0.5, 0.3, 0.2], [0.1, -0.3, -0.2], [-0.4, 0.5, 0.3], [0.2, -0.2, -0.6], [0.9, -1.0, -0.5], [-0.5, 0.0, 0.4], [0.0, 1.2, 0.6], [0.7, 0.3, -0.3], [0.2, -1.1, 0.3], [0.1, -0.1, -0.3], [0.0, -0.1, 0.0], [0.2, -0.7, 0.5], [0.2, 0.0, 0.0], [-0.1, 0.2, -0.4], [-0.2, -0.3, 0.3], [0.0, -0.2, 0.5], [0.5, -1.4, -0.2], [0.0, -0.6, 0.0], [-1.5, -0.4, 1.8], [-2.5, 1.9, -0.2], [0.6, -0.7, 0.2], [-0.5, 0.1, -0.1], [-1.9, 1.0, -0.7], [0.2, -2.7, 0.0], [-0.4, 0.3, 0.9], [0.6, -0.4, -0.9], [1.4, -0.1, 0.5], [0.7, -1.0, 0.2], [-0.4, 0.1, -0.4], [1.0, 0.9, 0.0], [0.7, -0.4, 0.3], [0.3, 0.0, -0.5], [0.3, -0.3, -0.1], [0.5, 0.0, -0.4], [0.6, 0.1, 0.1], [-0.3, 0.4, 0.1], [0.1, 0.1, -0.4], [0.3, 0.0, -0.6], [0.4, -0.2, 0.3], [-0.3, 0.3, -0.1], [-0.6, -0.1, 0.2], [0.3, 0.3, 0.0], [0.0, 0.4, 0.2], [0.3, 0.0, 0.0], [0.6, -0.1, -0.3], [0.4, 0.9, 0.6], [-0.6, -0.2, 0.2], [1.0, -0.1, 0.5], [-1.4, 0.6, -1.8], [0.7, -0.1, 0.9], [0.7, -0.2, -0.1], [0.8, -0.2, 1.4], [-0.8, -1.4, -1.4], [-0.4, -0.4, 1.1], [0.2, 0.3, 0.3], [0.3, -0.7, 0.7], [-0.4, -0.2, -0.2], [-1.2, 0.2, 0.6], [0.0, 0.3, 0.0], [0.7, 0.2, -0.4], [-0.2, -0.4, -0.6], [-0.3, 0.6, 0.0], [0.2, 0.7, -0.4], [0.3, 0.0, 0.3], [0.0, -0.7, -0.3], [-0.5, 0.0, -0.4], [-0.6, -0.2, -0.4], [0.2, 0.0, -0.6], [0.4, 0.1, 0.0], [-0.3, -0.2, 0.3], [0.0, 0.5, -0.3], [0.9, 0.0, 0.1], [-0.9, 0.4, -0.5], [0.3, 0.1, 1.1], [1.5, -1.2, -0.2], [-2.9, -0.3, -0.4], [0.0, -1.5, -0.9], [2.5, 1.2, 0.7], [0.3, -0.2, -0.2], [-3.0, -1.5, 1.4], [1.1, 2.6, -0.2], [0.7, -0.8, 0.2], [0.6, 0.9, -0.1], [0.5, -0.6, 0.0], [-0.2, 0.7, -0.5], [-0.2, 0.0, 0.1], [0.2, 0.0, -0.4], [0.0, 0.3, 0.2], [0.1, 0.0, 0.6], [0.6, 0.2, 0.0], [-0.4, -0.4, -0.4], [-0.4, 0.6, 0.0], [-0.2, -0.4, 0.6], [-0.3, 0.6, -0.2], [0.3, -0.7, 0.7], [-0.2, 0.0, -0.5], [0.5, 0.1, -0.3], [0.0, 0.0, 0.1], [-0.2, -0.1, -0.9], [-1.0, 0.3, -0.5], [1.2, 1.2, 0.9], [1.4, -1.8, -2.1], [0.5, -0.9, -0.3], [0.2, 0.4, 0.3], [-0.2, 0.5, 0.1], [1.0, -1.6, 0.1], [-0.4, -0.6, -0.3], [-0.3, 0.6, 0.4], [-0.6, -0.3, 0.3], [-0.6, 0.4, -0.7], [0.5, -0.7, 0.0], [0.1, 0.4, 0.2], [-0.3, -0.1, 0.7], [0.1, 0.5, 0.5], [0.3, 0.5, 0.4], [0.0, 0.4, 0.6], [-0.1, -1.4, 0.0], [-0.9, 0.5, 0.2], [-0.3, 0.2, -0.4], [0.1, 0.8, -0.7], [0.3, 0.0, -0.1], [0.1, -0.2, 0.1], [-0.1, 0.9, 0.0], [-0.6, -0.1, -0.2], [-0.3, 0.4, 0.1], [-0.6, -0.2, 0.2], [0.4, 0.9, 0.8], [0.3, -0.8, -1.2], [-1.2, -1.6, 0.6], [0.8, -0.9, 3.1], [0.9, -0.4, -1.3], [0.3, 0.3, 0.8], [0.1, -0.3, 0.6], [-1.0, 0.1, -1.3], [0.6, 1.0, 0.4], [-0.1, 0.1, -0.3], [0.2, -0.2, 0.7], [-0.7, -0.5, -0.4], [0.1, 0.2, 0.0], [-0.4, 0.0, 0.1], [0.3, 0.7, 0.3], [-0.3, 0.8, -0.3], [-0.1, -0.2, -1.1], [0.2, 0.8, -0.1], [-0.5, 1.1, -0.2], [0.1, -0.2, -1.0], [-0.8, -0.6, -0.5], [0.4, -0.2, 0.5], [0.6, 0.4, -0.2], [0.1, -0.1, -0.2], [-0.6, 0.5, 0.7], [-0.3, 0.0, 0.1], [0.6, -0.6, -0.2], [-0.6, 1.4, -0.1], [1.6, -0.6, -0.9], [0.1, 1.0, 0.3], [-0.6, 1.5, 1.4], [-1.9, -0.3, 0.3], [0.0, -0.6, -0.4], [-1.3, -3.6, 0.2], [-2.0, 2.5, -0.9], [0.8, 0.7, 2.1], [2.0, 0.5, -2.4], [1.0, 1.1, 0.7]]}

***

# 3
{"formula": "C4H6F2Si", "method": "ωB97M-V with the def2-TZVPD basis set", "energy_ev": -17560.6879, "smiles": "F[Si]1(F)C=CCC1", "largest_force_ha_per_bohr": 0.0677, "homo_ha": -0.3771, "de_lowest_kcal_mol": 0.00, "total_charge": 0, "symbols": ["F", "Si", "F", "C", "C", "C", "C", "H", "H", "H", "H", "H", "H"], "coordinates": [[2.5688, -0.9606, 2.0931], [1.2458, -0.1701, 1.8120], [1.1858, 0.8596, 3.1071], [-0.1300, -1.3371, 1.3483], [-0.7877, -0.8581, 0.2775], [-0.2306, 0.3201, -0.4244], [1.1148, 0.7666, 0.1399], [-0.4935, -2.0801, 1.9186], [-1.6468, -1.1447, -0.3110], [-0.1570, -0.0215, -1.3866], [-0.9512, 1.0715, -0.3228], [1.8227, 0.3872, -0.4988], [1.2281, 1.8035, 0.3921]], "forces_ev_per_angstrom": [[1.0, -0.5, 0.2], [-1.1, 1.2, -0.8], [-0.3, -1.1, -1.3], [0.1, 2.8, -1.1], [1.1, 0.1, 0.5], [1.0, 0.3, 2.4], [-1.4, -0.4, 2.8], [-1.2, -2.8, 1.7], [-0.5, -1.1, 0.8], [0.3, -0.1, -2.9], [-1.2, 1.4, -0.4], [2.2, -0.4, -1.4], [0.0, 0.7, -0.6]]}